No. 1
# C51H43IrN2S3Sb

C51H43IrN2S3Sb as an isolated structure at a distorted geometry (ωB97M-V/def2-TZVPD, OMol25).

Geometry as XYZ:
```
101
Properties=species:S:1:pos:R:3:forces:R:3:mulliken_charge:R:1
Ir 0.120057 0.105864 -1.391023 0.851 -0.173 -0.582 0.70
S 1.831857 -1.510636 -1.913023 -1.828 0.222 -0.019 -0.48
C 0.973757 -3.012536 -1.830823 2.997 0.814 -0.214 0.51
N 1.681857 -4.158436 -1.991123 -0.799 0.398 0.278 0.08
C 0.962457 -5.406336 -2.081223 -0.523 -0.402 0.176 -1.08
C -0.198143 -5.376736 -1.089423 0.611 -0.448 -0.123 -0.67
N -1.040943 -4.248636 -1.406023 0.831 0.584 -0.405 0.25
C -2.478943 -4.381636 -1.363323 -0.654 0.072 0.034 -2.09
C -3.083843 -4.232236 0.020077 0.050 0.124 0.000 1.01
C -4.103543 -3.318936 0.257977 0.007 -0.118 -0.082 -0.31
C -4.705443 -3.244136 1.504177 -0.060 0.095 0.025 -0.69
C -4.286643 -4.067736 2.534577 -0.023 0.018 0.011 -0.45
C -3.255343 -4.963736 2.312377 0.086 -0.028 0.047 -0.92
C -2.662243 -5.044236 1.065577 -0.026 -0.012 -0.054 -0.10
C -0.420343 -3.061136 -1.652223 -3.051 0.072 -0.005 -0.10
S -1.392343 -1.651736 -1.771123 0.964 -0.353 0.582 0.16
C 3.112757 -4.250136 -1.793123 0.442 0.061 -0.066 -1.34
C 3.396357 -5.002436 -0.515223 0.091 -0.030 -0.030 0.63
C 3.941957 -6.278836 -0.541623 0.048 0.162 -0.029 -0.29
C 4.183757 -6.962836 0.638077 0.030 -0.045 0.072 -0.65
C 3.873357 -6.375936 1.853477 -0.024 -0.157 0.018 -0.40
C 3.299657 -5.114436 1.886677 -0.032 0.054 0.052 -0.79
C 3.058857 -4.431936 0.707377 0.050 0.001 -0.003 -0.27
H 1.646257 -6.220236 -1.836723 -0.126 0.047 -0.044 0.44
H 0.583357 -5.547936 -3.101923 0.051 -0.033 0.114 0.37
H 0.210957 -5.267336 -0.074223 -0.086 -0.161 -0.111 0.35
H -0.778043 -6.299436 -1.150223 0.023 0.121 0.009 0.58
H -2.738243 -5.375836 -1.753523 0.163 0.214 -0.020 0.46
H -2.913143 -3.629636 -2.030723 0.038 -0.313 0.085 0.75
H -4.454443 -2.686536 -0.546223 0.019 0.053 -0.097 0.45
H -5.508743 -2.541636 1.672877 -0.066 0.057 -0.012 0.45
H -4.770543 -4.025136 3.498977 -0.009 0.049 0.077 0.43
H -2.911043 -5.609636 3.105577 -0.009 -0.067 0.090 0.42
H -1.880043 -5.768036 0.902577 0.110 -0.119 0.018 0.38
H 3.516057 -3.238036 -1.738323 0.033 -0.215 -0.092 0.50
H 3.555857 -4.761836 -2.653523 0.021 0.052 0.079 0.38
H 4.191757 -6.734436 -1.489223 0.052 -0.045 -0.121 0.41
H 4.616557 -7.951636 0.603577 0.036 -0.066 0.027 0.40
H 4.066757 -6.908936 2.772777 0.016 -0.017 0.066 0.39
H 3.046057 -4.660236 2.834277 -0.004 0.028 0.034 0.42
H 2.616157 -3.446036 0.734677 -0.040 0.144 -0.005 0.58
S -0.151543 0.342764 1.050177 -0.458 0.440 -1.200 -0.65
Sb -2.033343 1.705664 0.855877 0.573 -0.325 0.167 1.48
C -3.189943 1.034964 2.517577 0.084 0.472 -0.671 0.33
C -4.524843 0.694264 2.386577 -0.080 0.090 -0.040 -0.31
C -5.194843 0.166864 3.478077 -0.139 -0.116 0.035 -0.64
C -4.532543 -0.017136 4.680777 -0.019 0.020 0.015 -0.52
C -3.200543 0.346864 4.808077 0.044 -0.015 0.023 -0.79
C -2.522543 0.870964 3.721877 0.171 0.068 -0.046 -0.52
C -3.026143 1.415864 -1.037123 0.295 0.231 0.889 0.19
C -3.836443 0.308264 -1.227823 -0.154 0.059 0.127 -0.38
C -4.393043 0.089764 -2.478123 0.012 -0.110 -0.010 -0.34
C -4.101743 0.942864 -3.529423 -0.082 0.052 0.017 -0.68
C -3.276043 2.037364 -3.333923 0.125 0.044 0.036 -0.67
C -2.740743 2.284464 -2.079323 0.019 0.233 0.043 -0.25
C -1.394143 3.728564 1.180577 -0.479 -0.807 -0.226 0.44
C -0.551943 4.331464 0.261177 0.122 -0.051 -0.155 -0.14
C -0.146843 5.639464 0.465577 -0.024 0.006 -0.065 -0.78
C -0.586943 6.327864 1.582977 0.057 0.038 0.054 -0.70
C -1.392943 5.702464 2.519377 -0.010 0.048 0.103 -0.67
C -1.802443 4.393964 2.324277 -0.152 -0.035 0.048 -0.50
H -5.040943 0.847064 1.447877 -0.081 -0.021 -0.016 0.48
H -6.236143 -0.106236 3.389777 -0.086 -0.016 -0.011 0.45
H -5.056643 -0.441036 5.524577 -0.046 -0.006 0.061 0.42
H -2.687043 0.217964 5.748477 0.034 -0.024 0.092 0.42
H -1.476943 1.147464 3.801277 0.012 -0.080 0.076 0.44
H -4.020543 -0.383836 -0.417323 -0.044 -0.057 0.035 0.26
H -5.039443 -0.760636 -2.642323 -0.036 -0.069 0.022 0.45
H -4.533143 0.763564 -4.500823 -0.029 -0.048 -0.138 0.41
H -3.038143 2.695864 -4.155523 -0.027 0.073 -0.061 0.45
H -2.118143 3.156364 -1.911323 0.013 -0.045 -0.085 0.35
H -0.183543 3.780464 -0.593523 -0.001 -0.015 -0.081 0.17
H 0.503457 6.119664 -0.251123 0.058 0.030 -0.046 0.45
H -0.295143 7.354964 1.731777 0.075 0.130 0.034 0.42
H -1.707643 6.237564 3.401777 -0.048 0.051 0.094 0.43
H -2.434443 3.903364 3.054177 -0.060 0.035 0.017 0.46
C 1.155857 1.737964 -1.679123 -0.331 -2.260 1.397 -0.69
C 2.006257 2.614264 -1.484423 1.021 2.303 0.043 0.88
C 2.898457 3.628864 -1.212023 -1.088 -1.535 -0.731 0.07
C 3.639957 4.191464 -2.331423 0.320 0.517 -0.489 0.10
C 3.001757 4.500564 -3.537523 -0.005 0.018 0.206 -0.43
C 3.721957 5.016464 -4.597123 0.004 0.007 -0.053 -0.71
C 5.094057 5.184564 -4.492723 0.013 -0.002 0.063 -0.45
C 5.739257 4.854964 -3.311423 0.142 0.041 -0.085 -0.78
C 5.021957 4.377064 -2.233823 -0.247 -0.092 0.119 -0.26
C 3.090057 4.038664 0.155677 0.249 0.124 1.013 0.60
C 3.739657 5.236464 0.501877 -0.123 -0.207 -0.322 -0.17
C 3.860757 5.611664 1.824677 -0.014 0.122 0.141 -0.90
C 3.342457 4.812864 2.834677 0.021 0.005 -0.137 -0.48
C 2.700457 3.625864 2.510377 -0.015 0.008 0.132 -0.71
C 2.570157 3.243664 1.194477 0.186 0.015 -0.257 -0.31
H 1.934357 4.360664 -3.627423 -0.089 -0.055 0.032 0.45
H 3.214757 5.291764 -5.509223 -0.059 -0.029 -0.087 0.40
H 5.660657 5.565564 -5.328823 0.032 0.053 -0.064 0.40
H 6.808357 4.973164 -3.228923 0.120 -0.001 -0.001 0.40
H 5.524257 4.091464 -1.322023 0.104 0.047 0.088 0.52
H 4.131557 5.875964 -0.275923 0.008 0.047 -0.028 0.56
H 4.356557 6.538564 2.074077 0.035 0.054 -0.003 0.42
H 3.444157 5.109364 3.867877 0.013 0.043 0.080 0.44
H 2.308357 2.993264 3.292977 -0.051 -0.062 0.045 0.45
H 2.093457 2.306764 0.948477 -0.143 -0.078 -0.019 0.40
```
Forces are in eV/Å.

## Properties
HOMO (alpha / beta) in eV: -8.5 / -8.5
HOMO-LUMO gap (alpha / beta) in eV: 4.55 / 4.50
Energy relative to the best compared isomer or geometry (same formula, charge and spin) in eV: 2.585
Total charge: +1


No. 2
# C51H43IrN2S3Sb

C51H43IrN2S3Sb as an isolated structure (ωB97M-V/def2-TZVPD, OMol25).

Geometry as XYZ:
```
101
Properties=species:S:1:pos:R:3:forces:R:3:mulliken_charge:R:1
Ir 0.131757 -0.840435 0.604077 -0.122 -0.128 0.385 0.46
S 1.453641 -2.178512 -0.650887 0.061 -0.022 -0.325 -0.50
C 0.705604 -3.675580 -0.529246 -0.110 -0.148 0.098 0.87
N 1.301232 -4.827636 -0.876948 0.011 0.263 0.138 0.11
C 0.580287 -6.091967 -0.808578 -0.074 -0.011 0.031 -0.97
C -0.291477 -6.096215 0.421362 0.034 -0.045 -0.155 -0.55
N -1.190810 -4.949538 0.337369 -0.065 0.291 0.021 0.13
C -2.559843 -5.060642 0.860535 0.014 -0.067 0.025 -1.89
C -2.713569 -4.547497 2.275449 -0.037 0.042 -0.011 0.90
C -3.673371 -3.578436 2.540261 -0.038 -0.006 0.043 -0.27
C -3.835347 -3.070951 3.819603 0.012 -0.044 -0.026 -0.35
C -3.027153 -3.527824 4.849050 0.055 -0.039 0.038 -0.51
C -2.069813 -4.501741 4.596601 -0.033 0.027 -0.019 -0.90
C -1.917667 -5.013767 3.315320 0.008 0.029 0.003 -0.24
C -0.712173 -3.756159 -0.015311 0.255 -0.088 0.003 -0.37
S -1.635662 -2.365851 0.139081 -0.144 0.020 -0.121 0.08
C 2.732321 -4.919922 -1.192035 0.008 0.057 -0.116 -1.55
C 3.473214 -5.600422 -0.067410 0.000 -0.005 -0.009 0.70
C 4.057660 -6.846463 -0.249183 0.017 0.007 -0.002 -0.27
C 4.708351 -7.477989 0.803989 -0.001 -0.006 -0.012 -0.62
C 4.771538 -6.865117 2.044569 0.014 -0.008 0.007 -0.41
C 4.189055 -5.617093 2.232305 -0.007 0.005 0.003 -0.78
C 3.544230 -4.986348 1.181500 -0.019 0.002 0.022 -0.16
H 1.309251 -6.898853 -0.760726 0.013 0.024 0.035 0.46
H -0.027720 -6.222391 -1.709340 0.015 -0.026 0.014 0.33
H 0.325132 -6.028975 1.323225 -0.007 -0.020 -0.023 0.29
H -0.889389 -7.003678 0.473421 -0.009 0.009 -0.028 0.51
H -2.839654 -6.111088 0.776566 0.022 -0.016 0.069 0.58
H -3.218473 -4.492199 0.204093 0.008 -0.065 -0.029 0.58
H -4.291343 -3.210910 1.729123 0.000 0.005 -0.003 0.29
H -4.582962 -2.313313 4.011388 -0.046 0.050 0.010 0.44
H -3.145549 -3.129239 5.849078 0.013 -0.011 -0.022 0.45
H -1.444434 -4.868651 5.399441 0.004 -0.001 0.005 0.42
H -1.173386 -5.781631 3.137191 -0.003 0.003 -0.004 0.37
H 3.111024 -3.915522 -1.362569 -0.009 -0.020 -0.009 0.52
H 2.842415 -5.478225 -2.124119 -0.018 -0.016 0.021 0.42
H 4.013163 -7.324953 -1.221297 0.002 -0.001 -0.002 0.39
H 5.164706 -8.447056 0.652105 0.001 -0.001 -0.001 0.39
H 5.279349 -7.354237 2.865077 -0.001 -0.002 0.001 0.39
H 4.246378 -5.132130 3.197970 0.000 0.001 -0.001 0.42
H 3.097455 -4.008883 1.327630 0.005 0.006 -0.002 0.50
S -0.744695 -0.321166 2.720072 -0.083 0.210 0.066 -0.72
Sb -2.475298 1.172105 2.420284 -0.021 -0.003 -0.131 1.84
C -4.052818 0.817366 3.762850 0.105 -0.062 0.044 0.64
C -5.378834 0.907649 3.354572 -0.008 0.070 -0.005 -0.41
C -6.395524 0.635327 4.260075 -0.034 -0.004 0.004 -0.67
C -6.087578 0.278831 5.565238 -0.018 -0.003 0.006 -0.50
C -4.762982 0.193102 5.973541 0.009 -0.005 -0.008 -0.61
C -3.742601 0.455807 5.072011 0.007 -0.028 -0.024 -0.83
C -3.305357 1.040224 0.499071 -0.003 -0.024 0.014 0.56
C -4.149132 -0.026258 0.203347 0.040 -0.023 -0.018 -0.64
C -4.637488 -0.179845 -1.085618 -0.013 -0.008 0.008 -0.53
C -4.278138 0.725002 -2.074448 -0.007 -0.001 -0.011 -0.68
C -3.435739 1.787041 -1.778414 0.008 0.014 0.004 -0.61
C -2.946360 1.948798 -0.490471 -0.031 0.025 0.031 -0.55
C -1.864940 3.152522 2.745973 0.032 -0.041 -0.030 0.38
C -0.772025 3.656042 2.045113 0.041 -0.052 0.000 -0.42
C -0.341743 4.950598 2.290818 -0.019 0.020 -0.030 -0.85
C -0.990169 5.729740 3.238970 -0.002 0.011 -0.003 -0.71
C -2.071218 5.221250 3.944330 -0.004 0.016 0.006 -0.73
C -2.514357 3.929087 3.698859 -0.052 0.017 -0.028 -0.41
H -5.626553 1.195156 2.339639 -0.002 -0.013 -0.003 0.46
H -7.428618 0.705584 3.945220 0.008 -0.002 0.004 0.42
H -6.883165 0.068825 6.268208 0.005 0.002 -0.004 0.40
H -4.524922 -0.081868 6.992445 0.001 -0.003 0.010 0.43
H -2.709254 0.365296 5.388299 0.003 -0.002 -0.006 0.44
H -4.415805 -0.745932 0.969407 -0.015 -0.001 0.014 0.45
H -5.295313 -1.007133 -1.318564 0.001 0.000 0.000 0.45
H -4.657322 0.602690 -3.080344 -0.003 0.000 -0.002 0.40
H -3.158797 2.491705 -2.551128 0.002 0.003 -0.001 0.43
H -2.293932 2.783813 -0.264251 0.007 -0.005 -0.001 0.37
H -0.236020 3.035340 1.332502 -0.014 0.014 0.031 0.40
H 0.510502 5.345011 1.753458 0.012 0.000 0.004 0.52
H -0.645623 6.737203 3.433054 0.000 -0.001 0.003 0.42
H -2.571652 5.828643 4.686895 0.002 0.004 0.000 0.42
H -3.362234 3.537024 4.248754 0.007 -0.006 0.003 0.47
C 1.326405 0.578835 0.752532 0.131 -0.580 -0.019 -1.71
C 2.110906 1.555700 0.799111 0.138 0.588 -0.003 1.53
C 2.912537 2.630842 0.874441 -0.087 -0.097 -0.012 0.51
C 3.758302 2.976963 -0.287506 0.113 -0.093 0.069 0.24
C 3.252987 2.816317 -1.577503 0.008 -0.012 -0.002 -0.58
C 4.040538 3.105615 -2.678342 0.007 -0.001 -0.013 -0.69
C 5.349943 3.532898 -2.503956 0.003 -0.002 0.005 -0.45
C 5.869098 3.672261 -1.224114 0.004 0.006 -0.011 -0.76
C 5.076624 3.404955 -0.120332 -0.009 0.015 0.012 -0.13
C 2.914619 3.467899 2.089505 -0.116 0.041 -0.024 0.66
C 3.349171 4.796799 2.057766 -0.036 -0.012 0.007 -0.16
C 3.263111 5.590045 3.191184 -0.003 -0.008 0.003 -0.88
C 2.746112 5.068668 4.369075 0.004 -0.007 -0.008 -0.51
C 2.307922 3.750536 4.410256 0.016 0.010 0.016 -0.65
C 2.386678 2.957880 3.280783 0.048 -0.026 -0.001 -0.50
H 2.236768 2.465939 -1.703161 -0.019 0.006 -0.003 0.45
H 3.635237 2.992910 -3.675056 -0.003 0.000 -0.003 0.40
H 5.967638 3.751487 -3.364986 0.000 0.003 -0.001 0.40
H 6.894663 3.987303 -1.085386 0.003 0.002 -0.001 0.39
H 5.488425 3.501174 0.875784 -0.002 0.002 0.010 0.51
H 3.727082 5.220131 1.137825 0.010 0.001 -0.020 0.54
H 3.596348 6.618810 3.152235 0.001 0.000 0.000 0.41
H 2.682657 5.688668 5.253956 0.004 0.001 0.000 0.43
H 1.902438 3.342134 5.326618 -0.004 -0.002 0.000 0.44
H 2.036689 1.933145 3.303406 -0.001 -0.005 0.002 0.44
```
Forces are in eV/Å.

## Properties
HOMO in eV: -9.4
HOMO-LUMO gap in eV: 6.07
Energy relative to the best compared isomer or geometry (same formula, charge and spin) in eV: 0.525
Total charge: +1